3 unconnected molecules or ions with the total composition CH8O2S2, computed with ωB97M-V/def2-TZVPD.

Geometry as ORCA input:
```
! RIJCOSX wB97M-V def2-TZVPD def2/J DEFGRID3
* xyz 0 1
C -2.10873 -2.25767 -0.63409
S -0.86049 -1.73160 -1.90610
S 0.92923 -2.66148 -1.47009
H -2.40695 -1.55193 0.10038
H -1.83987 -3.14658 -0.07981
H -2.91467 -2.59976 -1.28746
H 1.18327 -2.40580 -0.12355
O 3.24632 1.85530 2.48310
H 2.81898 1.59857 3.21016
H 3.65717 2.71074 2.51356
O -0.88322 3.59622 -0.92316
H -0.82093 2.66113 -0.85749
H -0.00012 3.93287 -1.02545
*
```

Its strongest force on any atom is 0.1137 hartree/bohr. The SMILES is CSS.O.O. The total energy comes out at -26931.3614 eV. The HOMO-LUMO gap is 9.1 eV. Its energy relative to the best compared isomer or geometry (same formula, charge and spin) is 26.6 kcal/mol.

=====

4 unconnected molecules or ions with the total composition CH8O4, computed with ωB97M-V/def2-TZVPD.

Geometry as ORCA input:
```
! RIJCOSX wB97M-V def2-TZVPD def2/J DEFGRID3
* xyz 0 1
C 0.09772 -0.89893 -1.60568
O 0.30744 -2.05444 -1.34829
H 0.60555 -0.34407 -2.40945
H -0.60818 -0.28242 -1.03857
O -0.12590 0.96820 1.53715
H -0.75016 1.51300 1.96895
H -0.44602 0.05218 1.70737
O -0.02537 -1.77656 1.47279
H 0.19486 -1.95792 0.54031
H 0.78927 -1.97874 1.96453
O 0.24868 2.31172 -1.22726
H 0.39977 1.88250 -0.36844
H -0.68766 2.56548 -1.19341
*
```

Its strongest force on any atom is 0.0318 hartree/bohr. The SMILES is C=O.O.O.O. The total energy comes out at -9356.2087 eV. The HOMO-LUMO gap is 11.2 eV. Its energy relative to the best compared isomer or geometry (same formula, charge and spin) is 1.7 kcal/mol.

=====

2 unconnected molecules or ions with the total composition CH8OSi2, computed with ωB97M-V/def2-TZVPD.

Geometry as ORCA input:
```
! RIJCOSX wB97M-V def2-TZVPD def2/J DEFGRID3
* xyz 0 1
C -0.08164 0.31676 0.29998
O -0.18934 1.62530 -0.11230
Si -1.69876 -0.43710 -0.14184
Si 1.66945 -0.44275 -0.10187
H 0.02548 0.50485 1.81609
H 0.69323 2.05254 -0.05309
H -1.31117 -1.85408 -0.25107
H -2.40761 -0.33092 -1.39911
H -2.69261 -0.05991 0.91142
H 2.41345 0.64877 0.40056
H 2.11193 -1.69680 0.31737
H 1.46759 -0.32666 -1.68614
*
```

Its strongest force on any atom is 0.0903 hartree/bohr. The total energy comes out at -18965.5644 eV. The HOMO-LUMO gap is 9.9 eV. Its energy relative to the best compared isomer or geometry (same formula, charge and spin) is 61.1 kcal/mol.

=====

2 unconnected molecules or ions with the total composition CH9N2, computed with ωB97M-V/def2-TZVPD.

Geometry as ORCA input:
```
! RIJCOSX wB97M-V def2-TZVPD def2/J DEFGRID3
* xyz 1 1
N -1.43859 -1.10883 -1.05372
H -1.29187 -1.48599 -2.01156
H -2.26275 -0.56860 -1.08580
H -0.10652 0.28009 -0.52188
H -1.59945 -1.95984 -0.60883
C 0.78174 0.75624 1.41875
N 0.80663 0.54253 -0.10096
H 1.77259 0.32455 1.56607
H 0.96455 1.85709 1.61016
H -0.17444 0.28938 1.94022
H 1.43323 -0.26913 -0.37835
H 1.11490 1.34250 -0.77409
*
```

Its strongest force on any atom is 0.0581 hartree/bohr. The total energy comes out at -4156.1863 eV. The HOMO-LUMO gap is 11.8 eV. Its energy relative to the best compared isomer or geometry (same formula, charge and spin) is 24.7 kcal/mol.

=====

2 unconnected molecules or ions with the total composition CH9N2O, computed with ωB97M-V/def2-TZVPD.

Geometry as ORCA input:
```
! RIJCOSX wB97M-V def2-TZVPD def2/J DEFGRID3
* xyz 1 1
N 0.93830 -1.65609 1.05166
H 1.77199 -1.28329 1.50075
H 0.39925 -2.06875 1.88391
H -0.40677 -0.90823 0.05978
H 1.43099 -2.39607 0.54396
N -0.74631 -0.14542 -0.60928
C -0.26886 1.19768 -0.25275
O -0.41759 2.04900 -1.35281
H -1.77323 -0.12028 -0.71369
H -0.49244 -0.29159 -1.59978
H -0.85271 1.49873 0.63209
H 0.82394 1.14696 -0.05206
H -0.40655 2.97735 -1.09178
*
```

Its strongest force on any atom is 0.0421 hartree/bohr. The total energy comes out at -6204.0707 eV. The HOMO-LUMO gap is 12.3 eV. Its energy relative to the best compared isomer or geometry (same formula, charge and spin) is 12.6 kcal/mol.

=====

2 unconnected molecules or ions with the total composition CH9N2O, computed with ωB97M-V/def2-TZVPD.

Geometry as ORCA input:
```
! RIJCOSX wB97M-V def2-TZVPD def2/J DEFGRID3
* xyz 1 1
O 0.54495 -1.23813 1.91574
H 0.28760 -2.05760 2.36571
H -0.57549 -1.04575 -0.81516
H 1.33499 -0.98753 2.42563
N -0.97783 -0.33153 -0.21271
C -0.22700 0.99655 -0.54075
N 0.75263 0.77687 -1.50342
H -0.77863 -0.58593 0.76978
H -1.97570 -0.20787 -0.36140
H 0.13090 1.36563 0.40800
H -0.98093 1.68695 -0.89069
H 0.82923 1.23391 -2.39000
H 1.63528 0.39443 -1.17074
*
```

Its strongest force on any atom is 0.0315 hartree/bohr. The total energy comes out at -6204.4218 eV. The HOMO-LUMO gap is 11.2 eV. Its energy relative to the best compared isomer or geometry (same formula, charge and spin) is 4.5 kcal/mol.

=====

2 unconnected molecules or ions with the total composition CH9N2O, computed with ωB97M-V/def2-TZVPD.

Geometry as ORCA input:
```
! RIJCOSX wB97M-V def2-TZVPD def2/J DEFGRID3
* xyz 1 1
O 2.73807 -0.32318 -0.17823
H 3.19091 -0.97874 -0.81146
H 0.93606 -0.04911 -0.34210
H 3.25857 -0.63284 0.58734
N 0.09661 0.72589 -0.09953
C -1.51738 0.41004 -0.11876
N -1.89744 -0.78292 0.34384
H 0.13982 1.37443 -0.92774
H 0.40049 0.95761 0.83832
H -1.85078 0.61536 -1.08645
H -1.81331 1.26519 0.49431
H -2.24861 -0.96694 1.27667
H -1.43302 -1.61480 0.02380
*
```

Its strongest force on any atom is 0.0775 hartree/bohr. The total energy comes out at -6203.3390 eV. The HOMO-LUMO gap is 11.1 eV. Its energy relative to the best compared isomer or geometry (same formula, charge and spin) is 29.5 kcal/mol.

=====

3 unconnected molecules or ions with the total composition CH9N2O2, computed with ωB97M-V/def2-TZVPD.

Geometry as ORCA input:
```
! RIJCOSX wB97M-V def2-TZVPD def2/J DEFGRID3
* xyz 1 1
N -1.40654 0.51182 0.23948
C -1.60784 0.01585 -0.95900
N -0.70087 -0.58283 -1.66745
H -0.49712 0.49107 0.69048
H -2.19043 0.94463 0.69916
H -2.59972 0.12815 -1.36923
H -0.95406 -0.92695 -2.57658
H 0.23538 -0.76737 -1.27679
H 1.83316 -0.40240 0.50739
H 2.47581 -1.34943 -0.54868
O 1.67734 -0.85784 -0.33475
H 1.46265 1.63034 1.90621
H 1.18017 0.42947 2.80054
O 1.09207 0.73549 1.88923
*
```

Its strongest force on any atom is 0.0079 hartree/bohr. The total energy comes out at -8253.0657 eV. The HOMO-LUMO gap is 12.4 eV. Its energy relative to the best compared isomer or geometry (same formula, charge and spin) is 0.0 kcal/mol.

=====

2 unconnected molecules or ions with the total composition CH9N3, computed with ωB97M-V/def2-TZVPD.

Geometry as ORCA input:
```
! RIJCOSX wB97M-V def2-TZVPD def2/J DEFGRID3
* xyz 0 1
N -0.04486 0.53786 1.91162
C 0.61167 -0.27729 0.81403
N 2.02172 -0.82364 1.34363
H -0.17239 -0.10234 2.71240
H 0.55987 1.34146 2.25567
H 0.03239 -1.20764 0.86069
H 0.54261 0.27490 -0.23902
H 2.90886 -0.38448 1.14744
H 2.07668 -1.80745 1.44172
N -2.10854 0.37112 -3.04173
H -1.22172 0.78517 -2.80856
H -2.75571 0.76528 -2.37136
H -2.45058 0.52705 -4.02652
*
```

Its strongest force on any atom is 0.0602 hartree/bohr. The SMILES is NCN.N. The total energy comes out at -5652.1488 eV. The HOMO-LUMO gap is 9.9 eV. Its energy relative to the best compared isomer or geometry (same formula, charge and spin) is 25.4 kcal/mol.

=====

2 unconnected molecules or ions with the total composition CH9N4O, computed with ωB97M-V/def2-TZVPD.

Geometry as ORCA input:
```
! RIJCOSX wB97M-V def2-TZVPD def2/J DEFGRID3
* xyz 1 1
C -1.50602 0.39848 0.58820
N -2.46502 -0.27925 -0.19541
N 2.71740 0.35232 0.20565
N -0.18300 0.19367 0.13243
N 0.00636 -0.70544 -0.74777
O 1.12770 -0.93946 -1.18521
H -1.64100 1.44726 0.45971
H -1.66458 0.19856 1.71370
H 2.35082 1.25900 0.56913
H -3.26367 0.32416 -0.63109
H 1.90782 0.08849 -0.57604
H 2.73131 -0.27869 0.99793
H 3.65643 0.20487 -0.27186
H -2.87717 -1.15537 0.06389
H -0.89738 -1.10860 -1.12327
*
```

Its strongest force on any atom is 0.0906 hartree/bohr. The total energy comes out at -9181.4068 eV. The HOMO-LUMO gap is 10.2 eV. Its energy relative to the best compared isomer or geometry (same formula, charge and spin) is 62.1 kcal/mol.

=====

A molecular structure, CH9N5O, computed with ωB97M-V/def2-TZVPD.

Geometry as ORCA input:
```
! RIJCOSX wB97M-V def2-TZVPD def2/J DEFGRID3
* xyz 0 1
C 0.10630 0.24064 -0.02691
N 0.46488 -0.99701 -0.57152
N -2.44244 -0.36686 0.19617
N 0.49845 1.46396 -0.57046
N -0.00642 0.20151 1.34690
N 2.23750 -0.73713 -0.44292
O -1.43964 -0.39913 -0.79960
H 0.48543 -0.96873 -1.58595
H -2.94523 0.50958 0.05560
H -3.06304 -1.14943 -0.00270
H 1.14573 1.33048 -1.34141
H 0.89013 2.11522 0.09470
H -0.41269 1.03178 1.75443
H -0.53665 -0.62181 1.63013
H 2.44825 -1.61408 0.03446
H 2.56942 -0.03898 0.22907
*
```

Its strongest force on any atom is 0.1184 hartree/bohr. The total energy comes out at -10676.1740 eV. The HOMO-LUMO gap is 8.7 eV. Its energy relative to the best compared isomer or geometry (same formula, charge and spin) is 93.9 kcal/mol.

=====

2 unconnected molecules or ions with the total composition CH9N5O, computed with ωB97M-V/def2-TZVPD.

Geometry as ORCA input:
```
! RIJCOSX wB97M-V def2-TZVPD def2/J DEFGRID3
* xyz 0 1
C 0.49184 0.46069 -1.43931
N -0.21349 -0.59617 -0.74772
N 0.03639 -1.81656 -1.37684
H -1.66312 -0.06823 0.12807
H -0.43887 -2.55691 -0.87389
H 1.03403 -2.02660 -1.45552
H 1.58612 0.32163 -1.41158
H 0.18101 0.50574 -2.48938
H 0.25396 1.40951 -0.95956
N 0.76664 0.18410 1.87156
O -1.23264 1.67155 1.05712
N -1.38801 0.20858 1.14451
N -0.21776 -0.44739 1.18053
H -1.71054 1.98544 1.83391
H 0.92000 1.15421 1.60669
H 1.59443 -0.38958 1.93142
*
```

Its strongest force on any atom is 0.0363 hartree/bohr. The total energy comes out at -10674.6825 eV. The HOMO-LUMO gap (alpha / beta) is 8.1 / 8.1 eV. Its energy relative to the best compared isomer or geometry (same formula, charge and spin) is 128.3 kcal/mol.